No. 1
18
Properties=species:S:1:pos:R:3:forces:R:3:mulliken_charge:R:1 method="wB97M-V/def2-TZVPD" de_lowest_ev=0.5441 homo_lumo_gap_ev=10.900 spin_multiplicity=1 e_lumo_ev=0.23 e_homo_ev=-10.67 smiles="CC(C)(CC#N)C(=O)O"
C 0.25033 0.08533 1.67556 -0.189 0.164 0.159 -1.76
C 0.11578 -0.14981 0.16295 0.147 -0.805 -0.170 1.63
C 1.15896 -1.19235 -0.27266 0.389 -0.620 -0.249 -1.69
C 0.30281 1.15419 -0.61160 -0.837 0.023 -1.342 -0.81
C -0.28811 1.02936 -2.01759 1.130 0.642 -0.058 0.25
N -0.56180 1.04276 -3.14227 -0.017 -0.189 1.258 -0.46
C -1.30795 -0.68906 -0.13257 0.399 -1.800 0.680 0.39
O -1.53188 -1.83923 -0.47844 0.149 2.462 0.472 -0.55
O -2.31457 0.12298 0.26036 -0.979 -0.190 -0.395 -0.47
H 0.00450 -0.82439 2.23440 0.107 0.122 -0.147 0.42
H -0.41943 0.87701 2.02687 0.023 -0.100 -0.044 0.31
H 1.27062 0.38710 1.93601 -0.112 -0.094 -0.143 0.44
H 1.32680 -1.24068 -1.35389 -0.263 0.258 0.057 0.38
H 2.14215 -1.02800 0.18206 -0.190 0.416 0.018 0.40
H 0.90281 -2.22109 0.00440 -0.350 0.356 0.116 0.37
H 1.36181 1.41740 -0.70651 -0.220 -0.030 -0.023 0.42
H -0.21700 1.98671 -0.12458 0.145 -0.039 -0.054 0.37
H -2.19581 1.08176 0.35752 0.667 -0.576 -0.136 0.37

***

No. 2
18
Properties=species:S:1:pos:R:3:forces:R:3:mulliken_charge:R:1 method="wB97M-V/def2-TZVPD" de_lowest_ev=6.9631 homo_lumo_gap_ev="5.974 / 5.603" spin_multiplicity=1 e_lumo_ev="-1.48 / -1.64" e_homo_ev="-7.46 / -7.24"
C -0.05576 0.58639 -1.87448 -0.866 0.299 0.614 -1.29
C 1.44673 0.06774 0.09433 -0.506 -1.763 -1.593 0.50
C -0.74816 0.27837 0.80551 1.467 1.996 1.847 0.79
C 0.18973 -0.38306 -0.70442 4.435 -0.492 -1.764 0.60
C 0.92696 0.58653 1.17456 -2.861 -0.339 0.416 -0.89
C -1.30338 -0.53034 1.75370 0.748 0.213 -0.177 -0.83
O 2.68115 -0.30027 -0.29026 -0.451 0.387 0.167 -0.57
O -1.38923 1.42881 0.40178 -0.278 -0.090 0.368 -0.46
N 0.23924 -1.68174 -1.02391 -2.406 0.222 0.490 -0.83
H 2.54967 -0.93310 -1.02403 -0.031 0.196 0.258 0.36
H -2.19351 1.54939 0.92471 -0.073 -0.015 -0.182 0.32
H -0.21773 -2.27904 -0.33558 1.030 -0.324 -0.120 0.21
H 1.19588 0.84268 2.18258 0.068 0.100 0.050 0.41
H 0.12838 1.62389 -1.59868 -0.008 -0.039 0.002 0.37
H -1.09704 0.48542 -2.18320 0.108 0.006 -0.214 0.33
H 0.60410 0.31583 -2.69937 -0.032 -0.223 0.176 0.33
H -2.12584 -0.19282 2.37241 -0.474 -0.214 -0.339 0.27
H -0.83117 -1.46468 2.02435 0.127 0.079 0.001 0.34

***

No. 3
19
Properties=species:S:1:pos:R:3:forces:R:3:mulliken_charge:R:1 method="wB97M-V/def2-TZVPD" de_lowest_ev=4.7224 homo_lumo_gap_ev=9.803 spin_multiplicity=1 e_lumo_ev=0.73 e_homo_ev=-9.08 smiles="C#CCOC(=O)[C@H](N)CS"
C -2.94837 1.39566 0.51816 -1.678 3.823 1.676 0.00
C -2.62617 0.32928 0.18897 1.403 -4.207 -1.181 -0.24
C -2.21327 -0.98708 -0.25228 0.066 3.401 -7.988 -0.59
O -0.78886 -1.02546 -0.73485 -0.894 0.964 -0.362 -0.32
C 0.14210 -0.90300 0.21776 -1.038 -0.612 3.456 0.34
O -0.07499 -1.04196 1.42765 -0.133 0.285 -2.516 -0.59
C 1.48888 -0.56053 -0.28827 -0.804 1.468 2.269 0.26
N 2.46462 -0.96651 0.69725 5.435 2.359 -0.183 -0.70
C 1.49453 0.87899 -0.83521 -1.727 -1.653 5.244 -1.03
S 0.77972 2.12114 0.27688 -0.787 0.230 0.329 -0.24
H -3.34123 2.27581 0.97539 0.203 0.091 -0.276 0.43
H -2.86777 -1.32796 -1.27600 1.894 1.013 2.941 0.25
H -2.18606 -1.71379 0.35779 -0.867 -4.934 5.072 0.47
H 1.71639 -1.24698 -0.98747 0.397 -1.883 -3.451 0.31
H 3.48629 -0.44597 0.39253 -3.491 -2.132 0.675 0.26
H 2.47196 -0.62782 1.65936 -1.328 0.188 -0.279 0.28
H 1.12486 0.97584 -1.72994 -2.409 0.169 -4.913 0.53
H 2.46732 1.06345 -0.90668 4.195 1.474 -0.177 0.53
H -0.58994 1.80689 0.29899 1.563 -0.045 -0.337 0.06

***

No. 4
19
Properties=species:S:1:pos:R:3:forces:R:3:mulliken_charge:R:1 method="wB97M-V/def2-TZVPD" de_lowest_ev=2.5055 homo_lumo_gap_ev=9.922 spin_multiplicity=1 e_lumo_ev=0.41 e_homo_ev=-9.51 smiles="O=C[C@@H]1C(=O)N2CC[C@H]12.O"
O 1.99578 1.82898 3.47808 -0.375 -0.277 -0.163 -0.47
C 1.13616 1.00148 3.29956 0.348 -0.175 0.279 -0.29
C 0.46062 0.78526 1.97629 -0.815 0.459 -0.258 0.23
C 0.26808 -0.65809 1.47596 2.614 -0.994 -0.631 0.41
O 0.18199 -1.72291 2.02455 -0.402 1.175 -0.745 -0.56
N 0.81518 -0.29621 0.12812 -1.072 -0.081 0.900 -0.27
C 2.24309 -0.61335 -0.19314 -0.080 -0.391 0.291 -0.50
C 2.69659 0.67976 0.52439 0.255 0.121 0.091 -0.70
C 1.20415 1.05715 0.65713 -0.200 -0.033 0.011 -0.11
H 0.80655 0.32552 4.11670 -0.007 0.161 -0.109 0.36
H -0.51861 1.29237 2.02409 0.267 0.037 0.006 0.40
H 2.40580 -0.60799 -1.27680 -0.074 -0.055 0.256 0.26
H 2.57588 -1.56993 0.22746 -0.022 0.221 -0.118 0.29
H 3.29095 1.37427 -0.07699 -0.098 -0.152 0.160 0.35
H 3.20934 0.50256 1.47645 -0.149 0.108 -0.202 0.21
H 0.86294 1.91811 0.07340 0.110 -0.142 0.155 0.38
O -1.96013 -0.79626 -0.21964 1.872 1.399 -2.038 -0.67
H -1.21356 -0.46646 -0.88905 -2.255 -1.086 2.342 0.38
H -2.42286 0.01808 0.03349 0.082 -0.294 -0.228 0.30

***

| no. | F_max (eV/Å) |
| --- | --- |
| 1 | 2.511 |
| 2 | 4.799 |
| 3 | 8.682 |
| 4 | 3.428 |